A molecular structure, C32H58Cl2O18Pt. Source: OMol25; level of theory: ωB97M-V/def2-TZVPD.

Geometry (Å):
Pt: -1.3521 -1.0090 -0.0257
Cl: -3.6880 -0.3253 -0.9130
Cl: 0.3831 0.9128 -0.3062
C: -3.9149 0.4474 -4.6204
O: -3.7255 1.4118 -3.6338
H: -4.9421 0.4752 -4.9841
H: -3.2462 0.5960 -5.4683
H: -3.5489 -0.4844 -4.1892
H: -3.8085 1.0778 -2.7376
C: -0.5839 2.9543 -3.2916
O: 0.6684 2.2599 -3.2905
H: -1.4178 2.3135 -3.5779
H: -0.8755 3.3745 -2.3291
H: -0.4831 3.7904 -3.9837
H: 0.7749 1.8710 -2.4193
C: 1.3901 -2.8481 -0.4110
O: 0.4497 -2.4012 0.6024
H: 1.3331 -2.3348 -1.3709
H: 2.4479 -2.8661 -0.1488
H: 1.0780 -3.8667 -0.6418
H: 0.6112 -2.8741 1.4221
C: 0.7123 1.6846 3.6191
O: 0.4916 1.3904 4.9864
H: 1.7181 2.0685 3.4486
H: 0.6308 0.7463 3.0704
H: -0.1005 2.2966 3.2280
H: 0.7379 2.2140 5.4138
O: 4.8297 1.9156 -1.5470
C: 4.8722 0.7133 -1.7665
O: 6.0242 -0.0294 -1.8799
C: 5.7593 -1.3573 -2.2623
C: 4.3359 -1.4715 -2.5680
C: 3.6812 -0.2028 -2.1127
H: 6.0950 -1.9616 -1.4196
H: 6.4734 -1.5729 -3.0570
H: 4.0438 -2.3872 -2.0538
H: 4.1218 -1.6876 -3.6147
H: 3.1207 -0.4149 -1.2023
H: 2.9867 0.2214 -2.8378
O: 4.3979 3.8691 1.8449
C: 3.2784 3.9192 1.3080
O: 2.1424 4.2410 2.0593
C: 0.9755 4.4627 1.2591
C: 1.5348 4.7260 -0.1174
C: 2.7810 3.8281 -0.1339
H: 0.3194 5.2754 1.5708
H: 0.3545 3.5796 1.1091
H: 1.6647 5.7918 -0.3051
H: 0.8927 4.4194 -0.9431
H: 3.5272 4.1723 -0.8501
H: 2.5905 2.7774 -0.3524
O: -5.5191 5.7353 1.9679
C: -4.6817 4.9099 1.5580
O: -5.0102 4.1058 0.5831
C: -3.8958 3.6194 -0.2096
C: -2.6974 3.8907 0.7849
C: -3.2180 4.8517 1.8488
H: -3.7058 4.0547 -1.1907
H: -3.9628 2.5450 -0.3809
H: -1.8730 4.3184 0.2144
H: -2.3630 2.9831 1.2873
H: -2.8152 5.8634 1.8016
H: -3.1153 4.4047 2.8377
O: -0.7901 -1.8266 -2.0821
C: -0.7988 -2.0424 -3.2893
O: -1.1306 -3.2013 -3.7684
C: -1.0629 -3.2872 -5.2008
C: -0.5167 -1.9385 -5.6642
C: -0.4795 -1.0735 -4.4426
H: -2.0821 -3.4548 -5.5489
H: -0.4198 -4.1438 -5.4030
H: -1.0636 -1.4315 -6.4591
H: 0.4659 -2.1278 -6.0964
H: -1.2888 -0.3434 -4.4322
H: 0.4491 -0.5272 -4.2771
O: 4.6365 -1.8367 0.5663
C: 4.4651 -1.2894 1.6711
O: 5.3683 -1.4553 2.6381
C: 5.1228 -0.7017 3.7869
C: 4.0878 0.2922 3.3366
C: 3.3608 -0.3029 2.1748
H: 6.0570 -0.2426 4.1105
H: 4.8348 -1.4427 4.5326
H: 4.4818 1.2377 2.9641
H: 3.4156 0.5562 4.1530
H: 2.9913 0.3665 1.3980
H: 2.5323 -0.9136 2.5337
O: -2.1755 -3.0577 0.1111
C: -2.2804 -4.2812 0.0297
O: -1.2896 -4.9931 -0.6189
C: -1.5464 -6.4026 -0.5245
C: -3.0351 -6.4702 -0.1627
C: -3.3122 -5.1925 0.6677
H: -1.0423 -6.9478 0.2736
H: -1.2779 -6.8689 -1.4724
H: -3.2283 -7.3478 0.4542
H: -3.6814 -6.5422 -1.0375
H: -3.0177 -5.4518 1.6847
H: -4.3102 -4.7577 0.6128
O: -1.7450 -0.9540 2.0670
C: -2.0951 -0.8401 3.2499
O: -1.9646 -1.8387 4.1313
C: -2.4803 -1.5785 5.4334
C: -3.3213 -0.3554 5.1160
C: -2.7245 0.3460 3.9105
H: -1.7265 -1.3741 6.1938
H: -3.0709 -2.4487 5.7197
H: -3.2517 0.3235 5.9659
H: -4.3493 -0.6786 4.9523
H: -1.9521 1.0778 4.1471
H: -3.4433 0.7802 3.2156

Forces on atoms 1 to 3 (eV/Å):
0.30 1.19 -1.60
0.81 -0.01 0.36
-0.61 -0.45 0.28

- lowest unoccupied orbital energy (alpha / beta) (eV) = -0.263 / -0.323
- E_HOMO (alpha / beta) (eV) = -8.3 / -8.8
- multiplicity = 3

Atom charges from the Mulliken analysis, given in e for atoms 1 to 99:
1. Pt 4.12
2. Cl -0.74
3. Cl -0.41
4. C -0.52
5. O -0.39
6. H 0.30
7. H 0.24
8. H 0.14
9. H 0.24
10. C 0.21
11. O -0.55
12. H -0.10
13. H -0.33
14. H 0.39
15. H 0.04
16. C -0.36
17. O -0.50
18. H -0.17
19. H 0.28
20. H 0.33
21. H 0.07
22. C -0.64
23. O -0.55
24. H 0.39
25. H 0.05
26. H 0.38
27. H 0.33
28. O -0.58
29. C 0.27
30. O -0.40
31. C -0.61
32. C -0.43
33. C 0.97
34. H 0.24
35. H 0.27
36. H 0.12
37. H 0.44
38. H -0.69
39. H 0.37
40. O -0.66
41. C 0.48
42. O -0.40
43. C 0.36
44. C -0.28
45. C 0.20
46. H 0.32
47. H -0.35
48. H 0.37
49. H -0.09
50. H 0.51
51. H -0.47
52. O -0.67
53. C 0.45
54. O -0.35
55. C -0.07
56. C 0.78
57. C -0.40
58. H 0.24
59. H 0.03
60. H -0.22
61. H -0.31
62. H 0.31
63. H 0.22
64. O -0.49
65. C 0.15
66. O -0.39
67. C -0.48
68. C -0.70
69. C 0.82
70. H 0.27
71. H 0.33
72. H 0.34
73. H 0.29
74. H -0.55
75. H 0.19
76. O -0.53
77. C 0.19
78. O -0.40
79. C -0.60
80. C -0.26
81. C 0.61
82. H 0.32
83. H 0.28
84. H 0.17
85. H 0.28
86. H -0.02
87. H -0.09
88. O -0.84
89. C 0.42
90. O -0.25
91. C -0.41
92. C -0.73
93. C -0.44
94. H 0.27
95. H 0.33
96. H 0.38
97. H 0.29
98. H 0.28
99. H 0.34

=====

3 unconnected molecules or ions with the total composition C32H58F7N7O7PS2. Source: OMol25; level of theory: ωB97M-V/def2-TZVPD.

Geometry (Å):
C: -1.2165 -0.8675 7.7978
C: -2.1293 -0.0666 6.8474
O: -2.5898 -0.9125 5.7107
C: -3.1289 -0.1643 4.8148
N: -3.9264 0.9080 5.0186
C: -4.2784 1.4827 3.8638
N: -5.0259 2.5775 3.6685
C: -5.3780 3.2351 2.4014
C: -4.1850 4.0718 1.8447
C: -3.5459 5.0712 2.8645
C: -4.0008 6.5709 2.6270
C: -4.4745 7.2759 3.9390
N: -3.4693 7.2269 5.0104
S: -5.6432 3.2922 5.1173
O: -4.6027 3.4929 6.0821
O: -6.2753 4.5529 4.8717
C: -6.9048 2.1890 5.9425
F: -6.3245 1.2371 6.6954
F: -7.5462 2.9754 6.8107
C: -7.8914 1.4419 4.9781
F: -8.5518 0.5445 5.7475
F: -7.2691 0.7270 4.0117
C: -9.0005 2.3248 4.3112
F: -9.8530 2.7686 5.2272
F: -9.7201 1.5026 3.5174
F: -8.5286 3.2899 3.5229
N: -3.7133 0.7060 2.8629
P: -3.6724 0.6461 1.1003
S: -4.7836 -0.8457 0.5276
N: -3.0161 -0.2590 3.4737
C: -2.1749 -1.3542 2.9552
C: -0.6980 -0.8338 2.9663
O: -0.2540 -0.1860 2.0898
O: 0.1032 -1.0939 4.0648
H: -1.7839 -1.3916 8.5911
H: -0.6195 -1.6391 7.2671
H: -0.4816 -0.1907 8.2753
H: -3.0360 0.2825 7.3741
H: -1.5492 0.7823 6.4389
H: -5.7461 2.4509 1.6987
H: -6.2348 3.9338 2.4876
H: -3.3556 3.4455 1.4434
H: -4.5581 4.6482 0.9714
H: -2.4543 5.0764 2.6541
H: -3.6441 4.7835 3.9280
H: -3.1106 7.1489 2.2897
H: -4.7372 6.6543 1.8030
H: -5.4625 6.8404 4.2122
H: -4.6053 8.3490 3.6778
H: -3.9215 7.6413 5.8272
H: -3.2531 6.2719 5.2941
H: -4.1574 1.7964 0.4540
H: -2.3057 0.4924 0.7246
H: -2.4821 -1.7529 1.9726
H: -2.1961 -2.2123 3.6590
H: 0.6265 -1.9012 3.9139
C: 4.8915 -0.3922 0.6452
C: 4.9451 -1.9396 0.5825
C: 5.5270 -2.3888 -0.7666
C: 4.5547 -2.2368 -1.9338
C: 3.2209 -2.9067 -1.6217
C: 2.6102 -2.4323 -0.2984
N: 3.5819 -2.4986 0.8324
O: 3.7133 -3.7564 1.1799
C: 2.0777 -0.9948 -0.4608
C: 1.3469 -3.2590 -0.0118
C: 5.9408 -2.3292 1.6853
H: 4.1013 -0.0479 1.3151
H: 5.8229 0.0237 1.0318
H: 4.7454 0.0698 -0.3312
H: 5.8267 -3.4406 -0.7068
H: 6.4387 -1.8255 -0.9819
H: 4.4063 -1.1802 -2.1762
H: 4.9873 -2.6930 -2.8278
H: 2.5219 -2.7200 -2.4422
H: 3.3728 -3.9914 -1.5959
H: 1.7217 -0.6006 0.4932
H: 1.2346 -0.9744 -1.1552
H: 2.8047 -0.2967 -0.8683
H: 1.5448 -4.3302 0.0194
H: 0.6060 -3.1014 -0.7975
H: 0.8919 -2.9647 0.9389
H: 5.5722 -2.0353 2.6711
H: 6.8976 -1.8307 1.5239
H: 6.1505 -3.3989 1.7020
C: 4.8093 -0.3821 -6.8661
C: 3.8332 -1.5633 -6.6360
C: 4.5971 -2.7686 -6.0606
C: 5.4568 -3.4972 -7.0903
C: 4.6340 -3.8605 -8.3228
C: 3.9043 -2.6572 -8.9310
N: 3.1306 -1.8882 -7.9112
O: 2.0527 -2.5738 -7.6165
C: 4.9237 -1.7377 -9.6345
C: 3.0041 -3.1480 -10.0752
C: 2.8665 -1.0451 -5.5570
H: 4.4576 0.2751 -7.6630
H: 4.9006 0.2402 -5.9741
H: 5.8222 -0.7060 -7.1042
H: 3.8865 -3.4884 -5.6383
H: 5.2309 -2.4442 -5.2302
H: 6.3218 -2.8898 -7.3704
H: 5.8618 -4.4087 -6.6428
H: 5.2874 -4.3151 -9.0721
H: 3.9095 -4.6334 -8.0438
H: 4.4457 -0.8249 -9.9961
H: 5.3574 -2.2414 -10.5003
H: 5.7674 -1.4561 -9.0089
H: 2.2904 -3.9054 -9.7513
H: 3.6079 -3.6041 -10.8613
H: 2.4486 -2.3203 -10.5213
H: 2.2939 -0.1880 -5.9195
H: 3.4154 -0.7254 -4.6686
H: 2.1626 -1.8078 -5.2202

Forces on atoms 1 to 3 (eV/Å):
0.00 -0.56 -0.14
0.64 0.06 1.49
0.45 0.26 -0.26

- lowest unoccupied orbital energy (alpha / beta) (eV) = -3.416 / -3.416
- E_HOMO (alpha / beta) (eV) = -9.9 / -10.6
- charge = +1
- multiplicity = 3

Atom charges from the Mulliken analysis, given in e for atoms 1 to 99:
1. C -1.15
2. C -0.13
3. O -0.43
4. C 0.59
5. N -0.18
6. C -0.10
7. N 0.17
8. C -1.02
9. C -0.64
10. C -0.22
11. C -0.81
12. C -0.35
13. N -0.68
14. S 1.41
15. O -0.64
16. O -0.63
17. C 0.43
18. F -0.22
19. F -0.22
20. C 0.56
21. F -0.28
22. F -0.24
23. C 0.50
24. F -0.22
25. F -0.26
26. F -0.17
27. N 0.51
28. P -0.02
29. S -0.27
30. N -0.13
31. C -1.00
32. C 0.57
33. O -0.37
34. O -0.44
35. H 0.34
36. H 0.30
37. H 0.34
38. H 0.32
39. H 0.31
40. H 0.52
41. H 0.46
42. H 0.23
43. H 0.52
44. H 0.36
45. H -0.10
46. H 0.35
47. H 0.40
48. H 0.15
49. H 0.43
50. H 0.28
51. H 0.26
52. H 0.22
53. H 0.15
54. H 0.58
55. H 0.31
56. H 0.36
57. C -1.75
58. C 1.83
59. C -1.60
60. C 0.30
61. C -1.67
62. C 2.19
63. N 0.47
64. O -0.60
65. C -1.73
66. C -1.69
67. C -1.88
68. H 0.26
69. H 0.50
70. H 0.31
71. H 0.36
72. H 0.41
73. H 0.18
74. H 0.07
75. H 0.39
76. H 0.30
77. H 0.19
78. H 0.47
79. H 0.33
80. H 0.41
81. H 0.43
82. H 0.23
83. H 0.43
84. H 0.46
85. H 0.37
86. C -1.93
87. C 1.89
88. C -0.89
89. C -0.80
90. C -1.27
91. C 1.60
92. N 0.41
93. O -0.59
94. C -1.72
95. C -1.78
96. C -1.71
97. H 0.34
98. H 0.50
99. H 0.32